Entry 1:
Molecular formula: C5H7NO
Method: DFT, ωB97M-V/def2-TZVPD

Results
Max |F|: 0.44 eV Å⁻¹
SMILES: C[C@H]1C=CNC1=O
LUMO level: 0.933 eV
HOMO-LUMO gap: 0.3532 Eh
Net charge: 0

Structure (XYZ):
```
14
C5H7NO ωB97M-V/def2-TZVPD
C -0.997 0.450 1.463
O -1.364 -0.227 -1.907
C -1.003 -0.137 -0.754
H 2.429 -0.720 -0.776
N -1.787 0.243 0.320
H 1.349 -0.143 -2.061
C 0.373 -0.468 -0.156
H 1.092 0.174 1.937
H -1.450 0.849 2.362
H 1.891 0.966 -0.782
C 0.269 0.089 1.241
H 0.354 -1.568 -0.095
H -2.738 0.554 0.204
C 1.582 -0.062 -0.995
```

Entry 2:
Molecular formula: C5H7NO
Method: DFT, ωB97M-V/def2-TZVPD

Results
Max |F|: 4.14 eV Å⁻¹
LUMO level: 0.854 eV
HOMO-LUMO gap: 0.3859 Eh
Net charge: 0

Structure (XYZ):
```
14
C5H7NO ωB97M-V/def2-TZVPD
C 0.162 1.126 -0.176
H -1.473 0.519 -1.579
H 0.310 2.121 -0.618
C 0.059 -0.262 1.278
H -2.040 -0.908 0.811
H 1.569 -0.696 -0.519
C -0.791 -0.111 -0.999
C 1.196 0.196 0.359
H 0.120 -0.676 2.280
H 0.836 -1.184 -1.258
N -0.787 0.933 0.991
H 2.198 0.434 0.692
C -1.169 -0.374 0.435
O -0.191 -1.118 -1.696
```

Entry 3:
Molecular formula: C5H7NO
Method: DFT, ωB97M-V/def2-TZVPD

Results
Max |F|: 0.42 eV Å⁻¹
SMILES: O=C1CC=CCN1
LUMO level: 0.875 eV
HOMO-LUMO gap: 0.3702 Eh
Net charge: 0

Structure (XYZ):
```
14
C5H7NO ωB97M-V/def2-TZVPD
C -1.361 -0.611 0.022
H 0.265 2.413 0.346
C 1.319 0.486 0.355
H 1.824 -1.428 -0.237
H 1.886 0.644 1.279
O -0.104 -1.997 -1.480
C -0.113 -1.259 -0.518
N 1.040 -0.939 0.183
C 0.089 1.346 0.269
H -2.226 -0.937 -0.557
H -1.953 1.537 -0.233
C -1.125 0.874 0.002
H 1.951 0.808 -0.488
H -1.491 -0.939 1.058
```